(a)
{
  "formula": "C6H13NO4",
  "method": "wB97M-V/def2-TZVPD",
  "e_lumo_ev": 0.4,
  "spin_multiplicity": 1,
  "gap_ev": 9.512,
  "smiles": "OC[C@@H]1NC[C@H](O)[C@@H](O)[C@H]1O",
  "e_homo_ev": -9.099,
  "charge": 0,
  "symbols": ["O", "C", "C", "N", "C", "C", "O", "C", "O", "C", "O", "H", "H", "H", "H", "H", "H", "H", "H", "H", "H", "H", "H", "H"],
  "positions_angstrom": [[0.625, 1.159, -2.873], [0.163, -0.023, -2.047], [-0.333, 0.798, -0.938], [0.667, 1.376, -0.037], [1.404, 0.359, 0.659], [0.434, -0.593, 1.415], [1.165, -1.701, 1.894], [-0.871, -1.029, 0.635], [-1.789, -1.407, 1.516], [-1.436, 0.197, -0.099], [-1.915, 1.009, 0.934], [1.109, 0.755, -3.656], [-0.784, -0.657, -2.291], [1.108, -0.694, -1.620], [-0.673, 1.715, -1.482], [1.353, 1.990, -0.419], [1.801, -0.275, -0.261], [2.134, 0.617, 1.367], [-0.197, -0.108, 2.248], [1.356, -1.369, 2.971], [-0.685, -1.765, -0.224], [-1.259, -2.007, 2.133], [-2.211, -0.030, -0.817], [-1.169, 1.682, 0.991]]
}

=====

(b)
{
  "formula": "C6H13NO4",
  "method": "wB97M-V/def2-TZVPD",
  "e_lumo_ev": 0.3,
  "spin_multiplicity": 1,
  "gap_ev": 9.707,
  "e_homo_ev": -9.405,
  "charge": 0,
  "symbols": ["C", "C", "C", "C", "C", "C", "H", "H", "H", "H", "H", "H", "H", "H", "H", "H", "H", "H", "H", "N", "O", "O", "O", "O"],
  "positions_angstrom": [[1.257, -0.420, -0.716], [0.838, -1.595, 0.351], [-1.233, -0.943, 1.044], [-1.685, 0.191, 0.027], [-0.607, 1.176, -0.466], [0.843, 0.956, -0.284], [3.067, -1.249, -0.649], [0.977, -0.670, -1.717], [1.125, -1.144, 1.259], [1.645, -2.464, 0.280], [-0.868, -2.352, -0.368], [-0.596, -0.619, 1.899], [-2.144, -1.460, 1.556], [-2.511, 0.625, 0.472], [-3.280, -0.526, -1.513], [-0.807, 1.142, -1.540], [-0.738, 1.990, 1.404], [1.320, 1.622, -1.019], [2.327, 1.024, 0.999], [-0.521, -2.152, 0.581], [2.720, -0.338, -0.641], [-2.130, -0.656, -1.134], [-0.976, 2.459, 0.186], [1.343, 1.405, 0.981]]
}

=====

(c)
{
  "formula": "C6H13NO4",
  "method": "wB97M-V/def2-TZVPD",
  "e_lumo_ev": 0.6,
  "spin_multiplicity": 1,
  "gap_ev": 8.666,
  "smiles": "C/C(O)=[N+](/[O-])O.CC(C)=CO",
  "e_homo_ev": -8.028,
  "charge": 0,
  "symbols": ["C", "C", "O", "N", "O", "O", "H", "H", "H", "H", "H", "C", "C", "C", "C", "O", "H", "H", "H", "H", "H", "H", "H", "H"],
  "positions_angstrom": [[2.970, 1.177, -1.394], [2.514, 0.602, -0.047], [1.725, 1.428, 0.629], [2.680, -0.628, 0.434], [2.154, -1.195, 1.441], [3.764, -1.312, -0.265], [2.328, 0.938, -2.191], [3.949, 0.650, -1.514], [3.162, 2.157, -1.357], [1.380, 0.964, 1.499], [3.907, -2.036, 0.255], [-1.172, -1.310, 1.397], [-1.579, -0.488, 0.170], [-2.803, 0.367, 0.298], [-0.848, -0.568, -0.935], [0.264, -1.216, -1.049], [-0.417, -0.964, 2.037], [-0.820, -2.359, 1.051], [-2.071, -1.348, 1.994], [-3.581, -0.327, 0.613], [-3.022, 0.719, -0.676], [-2.968, 1.257, 0.948], [-1.129, 0.045, -1.777], [0.532, -1.665, -0.227]]
}

=====

(a) comes first in stability; the runner-up is 0.0451 hartree higher.

=====

(a)
{
  "formula": "C6H8N",
  "method": "wB97M-V/def2-TZVPD",
  "e_lumo_ev": -3.7,
  "spin_multiplicity": 1,
  "gap_ev": 9.697,
  "smiles": "C#CC1=CC[NH2+]C1",
  "e_homo_ev": -13.375,
  "charge": 1,
  "symbols": ["C", "C", "C", "C", "C", "N", "C", "H", "H", "H", "H", "H", "H", "H", "H"],
  "positions_angstrom": [[-0.519, 3.174, 0.802], [-0.387, 2.041, 0.459], [-0.160, 0.674, 0.320], [-0.583, -0.360, 1.041], [-0.146, -1.665, 0.317], [0.494, -1.259, -0.953], [0.568, 0.247, -0.906], [-1.036, 4.045, 1.042], [-0.911, -0.546, 2.023], [0.644, -2.163, 1.040], [-0.852, -2.479, 0.065], [1.437, -1.681, -0.973], [-0.161, -1.522, -1.683], [0.021, 0.749, -1.760], [1.591, 0.744, -0.833]]
}

=====

(b)
{
  "formula": "C6H8N",
  "method": "wB97M-V/def2-TZVPD",
  "e_lumo_ev": -4.4,
  "spin_multiplicity": 1,
  "gap_ev": 9.431,
  "smiles": "CC1=[NH+][C@H]1C1C=C1",
  "e_homo_ev": -13.847,
  "charge": 1,
  "symbols": ["C", "C", "N", "C", "C", "C", "C", "H", "H", "H", "H", "H", "H", "H", "H"],
  "positions_angstrom": [[-1.819, -1.088, 0.177], [-1.232, 0.192, 0.131], [-1.371, 1.419, 0.334], [-0.041, 0.869, -0.428], [1.330, 0.560, 0.203], [1.884, -0.760, 0.268], [2.487, 0.018, -0.582], [-1.302, -1.783, -0.625], [-2.844, -0.960, -0.125], [-1.928, -1.500, 1.136], [-1.777, 2.024, 0.899], [-0.126, 1.222, -1.413], [1.618, 1.454, 0.740], [2.045, -1.765, 0.744], [3.077, 0.097, -1.459]]
}

=====

(a) comes first in stability; the runner-up is 0.0942 hartree higher.

=====

(a)
{
  "formula": "C6H8N",
  "method": "wB97M-V/def2-TZVPD",
  "e_lumo_ev": -7.7,
  "spin_multiplicity": 1,
  "gap_ev": 7.947,
  "smiles": "C1#[N+]CCC12CC2",
  "e_homo_ev": -15.628,
  "charge": 1,
  "symbols": ["C", "N", "C", "C", "C", "C", "C", "H", "H", "H", "H", "H", "H", "H", "H"],
  "positions_angstrom": [[0.119, -1.495, 0.306], [-0.547, -1.686, 1.284], [-1.106, -0.404, 1.726], [-0.673, 0.673, 0.622], [0.280, -0.229, -0.352], [1.551, 0.318, -0.957], [0.397, 0.004, -1.838], [-0.681, -0.196, 2.711], [-2.188, -0.513, 1.826], [-0.091, 1.486, 1.048], [-1.518, 1.052, 0.055], [2.429, -0.311, -0.972], [1.764, 1.353, -0.728], [-0.188, 0.814, -2.250], [0.451, -0.864, -2.481]]
}

=====

(b)
{
  "formula": "C6H8N",
  "method": "wB97M-V/def2-TZVPD",
  "e_lumo_ev": [-5.2, -3.7],
  "spin_multiplicity": 1,
  "gap_ev": [7.342, 9.174],
  "e_homo_ev": [-12.584, -12.855],
  "charge": 1,
  "symbols": ["C", "C", "C", "C", "C", "C", "N", "H", "H", "H", "H", "H", "H", "H", "H"],
  "positions_angstrom": [[-0.883, -1.726, -0.943], [-0.080, -2.170, -1.865], [-1.151, 0.304, 0.462], [-0.351, -0.708, -0.009], [-0.313, 1.511, 0.721], [0.967, -0.390, 0.158], [1.096, 0.955, 0.807], [-1.869, -1.927, -0.596], [0.729, -1.948, -2.511], [-2.228, 0.329, 0.636], [-0.212, 2.113, -0.215], [-0.631, 2.085, 1.608], [1.811, -0.886, -0.273], [1.651, 1.515, 0.313], [1.464, 0.943, 1.708]]
}

=====

(a) comes first in stability; the runner-up is 0.0361 hartree higher.

=====

(a)
{
  "formula": "CNO4S",
  "method": "wB97M-V/def2-TZVPD",
  "e_lumo_ev": 3.8,
  "spin_multiplicity": 1,
  "gap_ev": 9.081,
  "smiles": "O=C([O-])N=S(=O)=O",
  "e_homo_ev": -5.281,
  "charge": -1,
  "symbols": ["O", "C", "O", "N", "S", "O", "O"],
  "positions_angstrom": [[0.444, -1.672, -1.257], [0.912, -1.121, -0.345], [1.568, -1.122, 0.632], [0.395, 0.600, -0.649], [-0.692, 0.985, 0.245], [-1.250, 2.315, 0.277], [-1.376, 0.015, 1.097]]
}

=====

(b)
{
  "formula": "CNO4S",
  "method": "wB97M-V/def2-TZVPD",
  "e_lumo_ev": 3.6,
  "spin_multiplicity": 1,
  "gap_ev": 8.408,
  "smiles": "O=[N+]([O-])OC([O-])=S",
  "e_homo_ev": -4.844,
  "charge": -1,
  "symbols": ["O", "N", "O", "O", "C", "O", "S"],
  "positions_angstrom": [[-1.319, -0.681, 0.880], [-1.257, 0.252, 0.118], [-2.228, 0.850, -0.291], [-0.102, 0.685, -0.279], [1.319, -0.313, -0.195], [1.080, -1.398, -0.592], [2.506, 0.606, 0.358]]
}

=====

(a) comes first in stability; the runner-up is 0.0806 hartree higher.